Formula: C62H166N21O17P7S5
Source: OMol25
Level of theory: wB97M-V/def2-TZVPD

```
278
Properties=species:S:1:pos:R:3:forces:R:3
C 15.907199 21.084329 11.953228 0.086 1.973 -1.002
N 15.086589 21.358862 10.771287 -1.093 0.479 0.332
C 15.240527 20.418151 9.686781 0.828 0.410 -0.113
P 13.586618 22.075264 10.868830 -0.236 -0.329 -0.495
O 12.481495 21.175252 10.476954 -0.551 -0.749 -0.247
N 13.522311 22.661653 12.379308 -0.045 0.230 0.247
C 12.983374 23.954311 12.705457 -1.244 -0.218 0.845
C 13.492936 21.793226 13.545526 -0.244 0.012 -0.716
N 13.585614 23.374815 9.873345 0.907 0.982 0.208
C 14.768414 24.277400 9.941128 -1.127 -0.999 -0.165
C 12.759558 23.486449 8.677756 0.715 0.605 0.535
H 16.918161 21.098726 11.578188 0.643 -0.266 0.242
H 15.627875 20.134290 12.291902 -0.052 -1.564 1.165
H 15.826617 21.909064 12.694318 -0.006 -0.803 -0.542
H 15.257968 20.904343 8.714956 -0.643 0.084 -0.184
H 14.671381 19.497944 9.686050 -0.734 0.019 0.135
H 16.241929 20.109560 9.798694 1.497 -0.717 -0.101
H 11.852011 23.988333 12.633851 1.037 -0.043 0.358
H 13.335209 24.123061 13.733354 -0.553 0.370 -0.165
H 13.356386 24.759727 12.126792 0.492 0.552 -0.808
H 12.490604 21.455873 13.826808 -0.164 0.712 0.299
H 13.965579 20.855910 13.362772 0.654 -0.554 -0.157
H 14.045271 22.375398 14.267446 -0.171 -0.473 0.927
H 15.370589 24.059086 10.823173 -0.160 0.146 0.083
H 15.390353 24.131837 9.053639 -0.001 0.214 -0.117
H 14.354716 25.270207 9.989562 0.325 0.715 -0.072
H 13.474362 23.459285 7.841575 -0.746 -0.250 -0.327
H 12.150748 24.402692 8.614641 0.549 0.181 0.242
H 12.026560 22.713295 8.737214 -0.154 -0.919 -0.513
C 20.220555 25.963912 12.354920 -0.982 2.043 -1.124
N 18.793630 25.626620 12.283104 -0.890 -0.910 -0.078
C 17.877916 26.661478 11.749675 1.548 0.847 0.740
P 18.203818 24.082166 12.605908 0.183 1.084 0.851
O 16.722990 24.041699 12.692785 0.150 0.377 -0.291
N 18.765823 23.076319 11.445323 0.949 -0.831 1.461
C 18.115578 23.030094 10.172315 1.594 2.788 0.058
C 20.107921 22.484415 11.531933 0.692 2.833 -0.035
N 19.019947 23.646176 14.029719 -0.251 -0.835 -1.407
C 18.960486 24.550752 15.144235 -0.810 1.529 -0.391
C 18.857500 22.221062 14.358095 1.595 0.617 -0.713
H 20.551262 26.224375 11.308044 0.041 -0.133 1.014
H 20.896577 25.226673 12.757763 -0.312 -0.496 0.204
H 20.262143 26.895662 12.983794 0.452 -0.685 -0.540
H 17.944780 27.502952 12.460078 -0.040 0.144 -0.428
H 16.854812 26.374897 11.758352 -0.695 -0.793 0.095
H 18.106602 27.044537 10.729035 0.272 -0.471 0.554
H 18.317672 23.988939 9.620070 0.472 -0.939 -0.247
H 18.498746 22.163069 9.759256 0.489 -1.502 -1.787
H 17.085779 23.043297 10.180371 -2.315 -0.623 0.681
H 20.540845 22.677104 12.513675 -0.192 -0.056 -0.062
H 20.082520 21.466035 11.389989 -0.174 -2.483 -0.418
H 20.857740 22.918441 10.827177 -0.713 -0.083 0.071
H 17.921013 24.670984 15.520111 0.558 -0.284 0.287
H 19.672856 24.268750 15.889788 0.155 -0.506 0.736
H 19.272728 25.575288 14.857737 -0.173 -0.545 -0.165
H 19.672740 21.848108 14.932382 1.090 0.117 0.744
H 18.934820 21.615091 13.478915 -0.422 -0.219 -0.631
H 18.022374 21.948154 14.910196 -2.169 -0.076 0.866
C 14.719547 10.274084 17.507486 -0.341 0.270 0.507
N 15.794246 11.062857 16.923982 0.620 1.555 1.006
C 16.233621 10.564960 15.667439 1.599 -0.168 -1.427
P 16.969544 11.692323 17.988470 -2.129 -0.370 -0.727
O 17.508303 10.722329 18.943930 1.071 -0.407 0.050
N 18.016186 12.338946 16.860558 1.408 0.062 1.281
C 17.663248 13.522373 16.163339 1.610 3.135 0.673
C 19.415838 12.295753 17.311175 1.063 -1.558 -2.130
N 16.174495 12.870670 18.881918 -0.527 0.024 -2.024
C 14.966917 13.516252 18.353973 0.505 -0.031 -1.164
C 16.228196 12.784413 20.284954 0.564 0.579 2.731
H 15.132261 9.343415 17.960834 -0.444 0.456 -0.112
H 14.042045 9.990606 16.663455 0.199 0.284 0.921
H 14.184355 10.900130 18.302515 0.570 -1.108 -1.122
H 17.061153 11.172953 15.146180 -1.539 -0.855 1.008
H 15.394885 10.456139 15.010651 -0.613 0.246 -0.565
H 16.594671 9.547329 15.766272 0.524 -0.482 0.021
H 16.664373 13.590893 15.862485 -1.452 -0.478 -0.757
H 17.733472 14.460980 16.829696 0.089 -1.143 -0.661
H 18.352867 13.770270 15.309110 -0.617 -0.693 0.580
H 19.790440 12.882154 18.111630 -0.470 1.130 1.018
H 19.564268 11.262022 17.603948 0.380 -0.121 0.119
H 20.156096 12.499143 16.465752 -1.271 -0.246 0.647
H 14.078460 13.002804 18.681567 -0.538 -0.237 0.351
H 14.871539 14.561495 18.623052 0.261 0.294 0.423
H 14.945984 13.498170 17.245904 0.169 -0.081 0.658
H 16.123505 13.801018 20.703972 0.139 -0.119 -0.146
H 17.208147 12.399746 20.668428 -0.965 0.161 -0.538
H 15.412839 12.230865 20.799351 0.248 -0.223 -0.607
C 12.774327 16.411970 20.391384 0.321 2.002 1.353
N 13.869419 16.892539 21.299551 -1.129 -0.489 -0.231
C 14.758267 17.873071 20.671911 -0.134 -3.007 -2.615
P 13.529178 17.105210 22.908101 0.315 0.613 -0.059
O 12.947189 18.384495 23.368695 0.298 -0.052 -0.106
N 12.548843 15.850303 23.289245 0.166 0.254 0.116
C 13.162975 14.556705 23.323710 -3.171 -2.033 -1.582
C 11.101118 16.032614 23.295140 0.765 -0.595 1.988
N 15.057480 16.833765 23.524074 -0.442 0.081 0.561
C 15.918207 15.757858 23.128291 0.160 -1.117 -0.071
C 15.372527 17.347405 24.873163 1.046 1.982 -2.588
H 12.269937 15.541619 20.738651 -0.185 -0.694 0.540
H 13.271003 16.200947 19.504037 0.754 -0.614 -1.897
H 12.005717 17.180656 20.155450 0.411 -0.157 0.307
H 14.116553 18.515487 20.087288 0.286 0.943 -0.070
H 15.461477 17.303177 19.935270 -1.148 0.986 1.159
H 15.404051 18.297058 21.368943 0.752 1.166 1.174
H 14.122965 14.540622 22.862882 0.560 -0.072 0.577
H 12.990144 14.054228 24.279532 0.829 0.136 0.203
H 12.583251 13.861708 22.609001 0.495 0.737 0.679
H 10.620011 15.765035 22.391029 -0.442 0.017 -1.235
H 10.649060 15.404664 24.078153 0.217 -0.037 -0.067
H 10.944479 17.044723 23.628541 -0.381 0.450 -0.390
H 15.597394 15.317352 22.160451 0.384 0.477 0.575
H 16.969381 16.079731 23.031186 -0.291 -0.014 0.073
H 15.859557 14.962596 23.913397 0.402 0.243 -0.627
H 16.500582 17.277748 24.875305 -1.225 0.232 0.877
H 14.848067 16.914154 25.688967 -0.169 -0.880 0.743
H 15.042611 18.409069 24.779798 0.529 -0.558 0.710
C 20.294228 19.512162 18.145254 -1.902 -0.361 0.605
N 20.500259 18.203759 18.853946 -1.271 0.947 -0.417
C 20.923971 17.178038 17.861970 0.800 0.833 0.837
P 19.253777 17.839196 19.979586 0.442 -0.268 -0.444
O 17.821490 18.123425 19.643513 1.148 -0.592 -0.393
N 19.539138 16.208971 20.274835 -1.889 0.910 -0.609
C 18.645493 15.260388 19.608005 -0.884 -0.523 -0.062
C 20.670192 15.748455 21.008989 0.494 -0.194 -0.269
N 19.673936 18.677381 21.352538 0.928 0.320 -2.092
C 18.840853 18.330025 22.471902 0.229 -1.686 -0.221
C 21.032264 19.295784 21.467575 -1.496 -0.451 0.164
H 19.244860 19.960803 18.361846 1.775 -0.611 -0.110
H 20.297995 19.284655 17.079913 0.133 0.436 -0.058
H 21.087827 20.186770 18.434726 0.083 0.459 -0.170
H 21.571333 17.670629 17.090798 -0.726 -0.468 0.679
H 20.050730 16.745621 17.409844 -0.167 -0.507 -0.578
H 21.544981 16.456594 18.392203 -0.210 -0.331 -0.247
H 17.528896 15.473446 19.691259 1.498 0.174 0.184
H 18.846042 15.168570 18.533626 0.087 0.067 0.072
H 18.785796 14.254251 20.024228 0.067 0.230 0.072
H 21.511377 15.414818 20.382536 0.080 0.390 0.003
H 20.983097 16.493839 21.733241 0.232 0.127 -0.101
H 20.398915 14.881159 21.563440 -0.361 -0.811 0.657
H 17.945210 17.770177 22.095815 0.683 0.678 0.343
H 19.401635 17.628182 23.111830 -0.297 0.223 0.308
H 18.516978 19.178258 23.015758 -0.320 0.928 0.719
H 20.882466 20.203672 22.105809 0.765 -0.619 -0.723
H 21.436423 19.419455 20.438546 -0.493 0.599 0.991
H 21.692421 18.547453 21.889943 0.442 0.189 0.751
C 17.767342 22.575964 22.161649 1.009 -0.798 0.516
N 16.746001 22.349658 21.154255 1.385 -2.094 0.685
C 16.828109 20.968371 20.533454 -2.455 0.972 0.893
P 16.353905 23.618914 20.250474 -0.756 1.512 -0.446
O 15.636397 24.764309 20.841381 0.184 0.261 0.769
N 17.738181 24.224890 19.587660 1.646 -0.826 -0.022
C 18.785540 23.342378 19.034476 -0.329 0.278 0.000
C 17.907022 25.616726 19.233323 -0.194 -0.413 0.268
N 15.373017 22.879737 19.128167 -0.136 -1.152 0.551
C 14.116077 22.468375 19.851391 -0.123 0.625 -1.727
C 15.235641 23.752504 17.976422 -0.255 -0.847 -0.010
H 17.463584 22.352478 23.199969 -0.260 0.247 -0.435
H 18.193093 23.579633 22.108531 -0.219 0.040 0.103
H 18.602308 21.867424 21.955341 -0.245 0.517 0.135
H 17.212730 20.985772 19.548739 0.462 0.097 -1.058
H 15.750092 20.650312 20.454916 1.515 -0.470 0.118
H 17.447610 20.305705 21.119050 -0.174 -0.066 0.372
H 18.593299 23.136027 17.971767 0.382 0.240 -0.027
H 19.829309 23.664472 19.221672 -0.643 0.589 -0.335
H 18.791907 22.389021 19.514332 -0.432 -0.735 0.468
H 18.876779 26.007261 19.481803 0.708 -0.106 0.438
H 17.841721 25.660860 18.178038 -0.300 0.618 -1.412
H 17.180231 26.241261 19.718568 -0.498 0.064 0.070
H 14.309684 21.677689 20.555555 -0.007 -0.395 -0.064
H 13.699632 23.286023 20.433523 -0.167 0.304 -0.127
H 13.408881 22.149519 19.058348 0.339 -0.022 0.766
H 16.145671 23.691211 17.393439 0.164 -0.091 -0.385
H 15.159034 24.744774 18.345654 -0.596 1.388 -0.208
H 14.384279 23.447800 17.363003 0.081 0.145 0.042
C 13.572164 10.875617 10.627437 2.129 -1.258 2.553
N 14.524297 11.905660 10.293295 0.840 0.181 -0.729
C 15.486958 11.662579 9.156608 -1.305 1.128 -0.495
P 14.342927 13.451376 10.828724 -0.070 1.240 -0.779
O 15.562625 14.232883 10.599076 1.213 0.416 -0.556
N 13.082904 14.310302 10.043343 0.745 -0.298 0.998
C 13.366749 14.865409 8.707654 0.146 0.766 0.507
C 11.684454 13.893992 10.189748 0.587 0.092 -0.609
N 13.917037 13.379394 12.412252 0.198 -1.101 0.468
C 14.915908 12.760081 13.373686 -1.711 0.542 0.695
C 13.474243 14.685894 12.913140 -0.607 -0.786 0.001
H 13.155158 11.040629 11.635529 0.479 0.118 -0.149
H 14.023415 9.831515 10.670007 -0.329 1.298 -0.331
H 12.741666 10.888485 10.046345 -2.427 -0.303 -2.359
H 14.955869 11.436432 8.171930 0.464 0.472 1.185
H 15.984097 10.777991 9.443490 1.009 -1.031 0.072
H 16.215523 12.523249 9.010768 -1.155 -1.106 0.457
H 12.529305 15.578162 8.519855 0.777 -0.310 -0.238
H 14.366918 15.368336 8.601165 -1.056 -0.341 0.687
H 13.365183 14.113015 7.934907 -0.295 -0.514 -0.452
H 11.379929 13.634016 11.206427 0.339 0.351 0.048
H 11.090678 14.758370 9.819622 -0.131 -0.932 0.176
H 11.589561 12.972920 9.607762 -0.866 0.158 -0.359
H 15.337709 13.634644 13.877672 0.572 -0.391 0.036
H 14.403382 12.152920 14.184731 0.201 0.750 -1.065
H 15.664263 12.113730 12.940674 0.141 0.116 -0.515
H 12.643917 15.006126 12.298166 -0.161 0.290 0.147
H 14.268099 15.434175 12.840948 -0.001 0.015 0.466
H 13.097622 14.458540 13.911106 0.236 0.775 0.176
O 13.337795 20.809518 16.226735 1.703 0.309 -2.241
S 12.305097 20.286437 17.026192 -3.208 1.200 1.923
O 12.672762 19.751459 18.288196 0.760 -1.497 1.377
C 11.205402 21.672949 17.376163 0.364 -1.162 -0.742
C 10.189350 21.660193 16.296331 -1.637 -0.541 -1.330
C 9.753527 20.147551 16.006526 2.107 0.295 0.680
C 11.068590 19.273409 16.246184 -0.224 -1.074 -1.746
H 11.868961 22.492222 17.388905 0.491 1.254 0.014
H 10.804479 21.499606 18.330371 -0.573 -0.234 1.396
H 9.291351 22.275269 16.502339 0.498 -0.333 0.085
H 10.630034 22.076499 15.402792 0.143 0.122 -0.464
H 9.378251 19.924486 14.986951 0.055 0.476 0.739
H 9.062215 19.849229 16.782758 -0.432 -0.146 -0.105
H 11.502231 18.949027 15.234561 -0.571 0.138 1.478
H 10.872118 18.402298 16.938286 0.287 1.024 -0.903
O 10.406638 16.845033 12.216453 -0.149 0.229 0.585
S 11.142070 18.077389 12.011450 0.418 0.219 -0.926
O 12.085348 18.576301 12.993734 -0.218 -0.369 0.266
C 11.958347 17.852016 10.397207 -0.717 0.587 0.799
C 10.925136 18.345645 9.377493 0.459 -1.103 -1.656
C 9.698593 18.914257 10.054835 -2.198 1.225 0.745
C 10.034451 19.406369 11.475396 1.179 -1.803 -0.285
H 12.277646 16.800261 10.349374 -0.105 0.466 -0.042
H 12.761906 18.550839 10.432267 0.922 0.271 0.010
H 11.311796 19.075996 8.658836 0.457 0.158 0.652
H 10.732999 17.495677 8.684391 -0.597 0.380 0.628
H 8.829875 18.212750 10.068102 0.747 0.441 0.082
H 9.337106 19.877584 9.643808 0.156 -0.807 -0.735
H 9.255054 19.581901 12.182868 -0.822 -0.366 0.306
H 10.645267 20.283007 11.452692 0.672 0.563 -0.236
O 20.371300 18.151710 14.645001 -0.195 -0.321 -0.079
S 19.920266 17.898005 13.290990 1.140 0.131 1.229
O 20.194534 18.951714 12.349478 -0.229 -0.228 -0.653
C 20.477399 16.323844 12.679368 -1.061 -0.275 -1.998
C 19.278802 15.811809 11.734102 1.642 0.984 -1.002
C 17.995735 16.648494 12.022082 0.741 0.301 -1.598
C 18.251904 17.426723 13.266458 -1.448 0.730 1.269
H 20.602279 15.560754 13.402339 0.193 -0.158 1.364
H 21.422926 16.459799 12.164575 -0.003 0.104 -0.182
H 19.616893 15.934617 10.675373 -0.442 0.067 0.786
H 19.179217 14.737535 11.846989 -0.340 -0.017 0.339
H 17.176458 16.010174 12.190272 -1.115 -0.922 0.028
H 17.701172 17.304686 11.142452 0.614 -0.683 1.101
H 18.065279 16.844912 14.205945 0.200 0.355 -0.737
H 17.643627 18.337434 13.305865 0.190 -0.043 0.153
O 13.429656 16.400656 15.991882 1.556 0.935 0.588
S 14.857121 16.764592 15.923112 -0.798 1.242 -1.208
O 15.729320 15.672402 15.577355 0.701 -0.453 -0.129
C 15.108055 18.150489 14.755978 1.654 0.248 0.965
C 15.897645 19.341460 15.442217 0.006 -2.055 -0.014
C 16.522697 18.791427 16.785743 -0.383 0.037 -1.398
C 15.600110 17.664542 17.276178 -1.219 2.129 -0.389
H 14.143925 18.373563 14.412945 -1.346 0.635 -0.718
H 15.740941 17.795483 13.968988 -0.080 -0.678 -0.623
H 16.735116 19.683079 14.806400 -0.697 0.075 0.083
H 15.154881 20.096232 15.643354 0.344 0.443 0.092
H 16.535290 19.708629 17.424253 0.363 -1.325 0.167
H 17.519096 18.300087 16.630217 -0.581 1.026 0.100
H 14.827994 18.115892 17.866872 -0.710 -0.056 0.396
H 16.146533 16.994688 17.812180 1.307 -2.020 1.815
O 9.070986 17.351992 18.159015 0.199 0.568 0.118
S 9.335365 15.954541 18.391597 2.245 -0.505 2.040
O 9.309159 15.415107 19.761846 -0.374 0.616 -1.590
C 8.303412 15.115156 17.276781 -1.694 -0.230 0.983
C 9.092253 15.037895 16.008990 0.654 0.371 -0.756
C 10.501857 14.540826 16.427584 0.378 0.718 -0.015
C 10.996153 15.470800 17.639147 -2.578 0.944 -2.059
H 7.353255 15.659641 17.321672 0.302 0.344 -0.580
H 8.001002 14.181933 17.759985 0.631 -0.455 -0.429
H 8.549685 14.416711 15.303533 0.335 -0.338 -0.201
H 9.242133 16.017733 15.491569 -0.430 -0.489 0.650
H 11.199072 14.625154 15.591648 -0.013 0.108 0.072
H 10.464460 13.468375 16.679579 0.052 0.465 0.385
H 11.502842 16.452039 17.350527 -0.507 -1.716 0.266
H 11.486676 14.884500 18.354804 0.915 -0.420 1.100
```
Positions in Å, forces in eV/Å.

Properties
* spin multiplicity: 1
* SMILES string: CN(C)P(=O)(N(C)C)N(C)C.CN(C)P(=O)(N(C)C)N(C)C.CN(C)P(=O)(N(C)C)N(C)C.CN(C)P(=O)(N(C)C)N(C)C.CN(C)P(=O)(N(C)C)N(C)C.CN(C)P(=O)(N(C)C)N(C)C.CN(C)P(=O)(N(C)C)N(C)C.O=S1(=O)CCCC1.O=S1(=O)CCCC1.O=S1(=O)CCCC1.O=S1(=O)CCCC1.O=S1(=O)CCCC1
* maximum force: 0.0794 Eh/bohr
* total charge: 0
* energy above the lowest of the compared OMol25 structures with the same formula, charge and spin: 427.43 kJ/mol